{"formula": "C23H31N4O9P", "method": "ωB97M-V/def2-TZVPD", "smiles": "CCN(CC[C@@H]1[C@@H](C)C(=O)N[C@@H]1P(=O)(O)O)C(C)=O.O=[N+]([O-])c1ccccc1.O=[N+]([O-])c1ccccc1", "orbital_gap_ha": 0.3498, "largest_force_ev_per_a": 0.5, "lumo_ev": -0.232, "e_tot_ev": -58028.3601, "species": ["C", "C", "N", "C", "C", "C", "C", "C", "C", "O", "N", "C", "P", "O", "O", "O", "C", "C", "O", "H", "H", "H", "H", "H", "H", "H", "H", "H", "H", "H", "H", "H", "H", "H", "H", "H", "H", "H", "H", "H", "C", "C", "C", "C", "C", "C", "N", "O", "O", "H", "H", "H", "H", "H", "C", "C", "C", "C", "C", "C", "N", "O", "O", "H", "H", "H", "H", "H"], "coordinates": [[4.5360, 3.0681, 0.1332], [4.1315, 2.1586, -1.0358], [4.4126, 0.7431, -0.7432], [4.0087, -0.1488, -1.8402], [2.5330, -0.0589, -2.2034], [1.6246, -0.4970, -1.0629], [0.2433, -1.0599, -1.4046], [0.1625, -2.2982, -2.2779], [-0.3354, -1.2377, -0.0060], [-1.2106, -1.9952, 0.3201], [0.3459, -0.3931, 0.8517], [1.2765, 0.4646, 0.1008], [0.4182, 2.0474, -0.2931], [-0.9897, 1.9854, 0.1079], [1.2936, 3.1692, 0.4330], [0.6893, 2.4884, -1.8165], [5.8398, 0.5623, -0.5208], [6.2076, -0.2742, 0.6779], [6.6519, 1.0553, -1.2498], [3.6630, 3.3959, 0.7008], [5.1890, 2.5541, 0.8402], [5.0591, 3.9553, -0.2231], [3.0578, 2.2469, -1.2110], [4.6265, 2.4763, -1.9636], [4.1903, -1.1756, -1.5005], [4.6308, 0.0152, -2.7324], [2.3852, -0.7514, -3.0389], [2.2836, 0.9318, -2.5861], [2.1385, -1.3205, -0.5466], [-0.3883, -0.2593, -1.8295], [0.1046, -2.0437, -3.3368], [1.0268, -2.9494, -2.1215], [-0.7337, -2.8657, -2.0203], [-0.2238, 0.0278, 1.5735], [2.1670, 0.6931, 0.6885], [1.5622, 3.8900, -0.1496], [0.3180, 1.8776, -2.4655], [7.0697, 0.1784, 1.1697], [5.3760, -0.3849, 1.3685], [6.5245, -1.2616, 0.3295], [-3.9834, -4.4076, -0.2707], [-4.7831, -5.3002, -0.9726], [-4.2967, -6.5524, -1.3144], [-3.0069, -6.8783, -0.9375], [-2.1935, -6.0075, -0.2353], [-2.6908, -4.7571, 0.0989], [-2.4781, -8.2078, -1.2996], [-3.2010, -8.9496, -1.9350], [-1.3463, -8.4798, -0.9497], [-4.3649, -3.4290, -0.0099], [-5.7893, -5.0231, -1.2572], [-4.8964, -7.2638, -1.8616], [-1.1924, -6.3068, 0.0367], [-2.0746, -4.0530, 0.6378], [-2.3385, 4.1489, 2.1853], [-2.4490, 5.4604, 2.6295], [-3.6359, 5.9131, 3.1840], [-4.6940, 5.0282, 3.2796], [-4.6119, 3.7186, 2.8421], [-3.4187, 3.2827, 2.2882], [-5.9608, 5.5006, 3.8718], [-6.0188, 6.6609, 4.2285], [-6.8725, 4.7028, 3.9642], [-1.4195, 3.7939, 1.7404], [-1.6082, 6.1362, 2.5458], [-3.7477, 6.9276, 3.5359], [-5.4663, 3.0650, 2.9334], [-3.3273, 2.2677, 1.9259]], "forces_ev_per_a": [[-0.1, 0.0, 0.0], [0.1, 0.0, -0.1], [-0.1, 0.3, 0.0], [0.1, -0.2, 0.1], [-0.1, 0.0, -0.1], [0.0, 0.0, 0.1], [-0.1, 0.1, 0.0], [0.0, 0.0, 0.0], [0.3, 0.1, 0.0], [-0.4, -0.1, 0.1], [0.0, 0.3, -0.3], [-0.1, -0.2, 0.2], [0.0, 0.1, 0.0], [0.0, 0.0, 0.0], [-0.1, -0.1, -0.1], [0.0, -0.2, 0.0], [-0.4, -0.2, 0.3], [0.1, -0.1, -0.2], [0.2, 0.2, -0.1], [0.1, -0.1, 0.0], [0.1, 0.1, -0.1], [0.0, 0.0, 0.0], [0.2, 0.0, 0.0], [0.0, -0.1, 0.1], [0.1, 0.0, -0.1], [-0.1, 0.1, 0.0], [0.0, 0.0, 0.1], [0.0, -0.1, 0.0], [0.1, 0.0, -0.1], [0.0, -0.1, -0.1], [0.1, 0.0, 0.0], [0.0, 0.0, 0.0], [0.0, 0.0, 0.0], [0.1, -0.1, 0.1], [0.0, 0.0, 0.0], [0.0, 0.1, 0.0], [-0.1, 0.1, 0.0], [-0.1, 0.0, 0.0], [0.0, 0.0, 0.0], [0.0, 0.0, 0.0], [0.0, 0.0, 0.0], [0.0, 0.0, 0.0], [0.0, 0.0, 0.0], [0.0, 0.0, 0.0], [0.0, 0.1, 0.0], [0.0, -0.1, 0.0], [0.0, 0.0, -0.1], [0.0, 0.0, 0.1], [-0.1, 0.0, 0.0], [0.0, 0.0, 0.0], [0.0, 0.0, 0.0], [0.0, 0.0, 0.0], [0.0, 0.0, 0.0], [0.0, 0.0, 0.0], [0.0, 0.1, 0.0], [0.0, 0.0, 0.0], [0.0, 0.0, 0.0], [0.0, 0.0, 0.0], [0.0, 0.0, 0.0], [0.0, 0.0, 0.0], [0.0, 0.0, 0.0], [0.0, -0.1, 0.0], [0.0, 0.0, 0.0], [0.0, 0.0, 0.0], [0.0, 0.0, 0.0], [0.0, 0.0, 0.0], [0.0, 0.0, 0.0], [0.0, 0.0, 0.0]], "mulliken_charge": [-1.2211, 0.0821, 0.4462, -1.3933, -0.9147, -0.1497, 0.6255, -1.6682, -0.0549, -0.6361, -0.2033, 0.2982, 0.6941, -0.7313, -0.5834, -0.6980, 0.5099, -1.3197, -0.5286, 0.3091, 0.2893, 0.3263, -0.0214, 0.4836, 0.5505, 0.4725, 0.4931, 0.2111, 0.3483, 0.0959, 0.3825, 0.3253, 0.4273, 0.4244, 0.4753, 0.3555, 0.4389, 0.3956, 0.2879, 0.3585, -0.5738, -0.3554, -0.4316, 0.1746, -0.4616, -0.3307, 1.0115, -0.6099, -0.6088, 0.4252, 0.3687, 0.4617, 0.4430, 0.4935, -0.1216, -0.4686, -0.3951, 0.0114, -0.3938, -0.4879, 1.0077, -0.6101, -0.6061, 0.3639, 0.3727, 0.4556, 0.4478, 0.4346]}

{"formula": "C23H31N5O2", "method": "ωB97M-V/def2-TZVPD", "smiles": "CC[C@@H]1CCCCN1CCCNC(=O)Cn1ncc2c([nH]c3ccc(C)cc32)c1=O", "orbital_gap_ha": 0.3160, "largest_force_ev_per_a": 1.1, "lumo_ev": 0.214, "e_tot_ev": -35901.3088, "relative_energy_kj_mol": 117.6, "species": ["C", "H", "H", "H", "C", "H", "H", "C", "N", "C", "C", "C", "C", "H", "H", "H", "H", "H", "H", "H", "H", "C", "H", "C", "H", "H", "C", "N", "C", "O", "C", "N", "N", "C", "C", "C", "N", "C", "C", "C", "C", "C", "C", "H", "C", "H", "H", "H", "H", "H", "H", "C", "O", "H", "H", "H", "H", "H", "H", "H", "H"], "coordinates": [[0.1597, 1.4573, -2.9335], [0.7417, 2.3757, -2.9241], [0.7211, 0.7072, -3.4852], [-0.7710, 1.6454, -3.4643], [-0.1192, 0.9633, -1.5193], [0.8285, 0.7594, -1.0199], [-0.6763, 0.0269, -1.5797], [-0.9615, 1.9501, -0.6996], [-1.6207, 1.2476, 0.4029], [-0.7034, 0.9471, 1.4878], [0.0175, 2.1748, 2.0498], [0.7955, 2.8394, 0.9192], [-0.1575, 3.1748, -0.2252], [0.3957, 3.5915, -1.0671], [-0.8562, 3.9426, 0.1177], [1.5782, 2.1607, 0.5717], [1.2816, 3.7516, 1.2730], [0.6908, 1.8714, 2.8535], [-0.7110, 2.8760, 2.4629], [0.0479, 0.2592, 1.0931], [-1.2556, 0.4261, 2.2747], [-2.8640, 1.8846, 0.8178], [-2.8079, 2.9806, 0.7475], [-4.0433, 1.3897, -0.0288], [-4.8791, 2.0814, 0.0885], [-3.7586, 1.3745, -1.0812], [-4.5122, 0.0006, 0.3867], [-3.5073, -1.0080, 0.1303], [-3.8589, -2.2578, -0.1984], [-5.0045, -2.6003, -0.4104], [-2.7393, -3.3061, -0.2814], [-1.3776, -2.8291, -0.2571], [-0.7935, -2.7364, -1.4522], [0.4410, -2.3644, -1.5528], [1.2103, -2.0577, -0.4080], [0.5909, -2.1940, 0.8356], [1.4650, -1.8672, 1.8275], [2.6545, -1.4971, 1.2585], [3.8335, -1.0621, 1.8504], [4.8828, -0.7356, 1.0206], [4.7921, -0.8296, -0.3771], [3.6200, -1.2638, -0.9629], [2.5410, -1.6021, -0.1500], [3.5337, -1.3402, -2.0366], [5.9807, -0.4546, -1.2103], [5.7603, -0.5530, -2.2699], [6.8281, -1.0961, -0.9711], [6.2767, 0.5743, -1.0100], [5.8114, -0.3929, 1.4534], [3.9209, -0.9818, 2.9233], [1.2445, -1.8928, 2.8091], [-0.7856, -2.5885, 0.9755], [-1.4064, -2.7030, 2.0229], [0.8362, -2.3083, -2.5541], [-2.8860, -3.8737, -1.2015], [-2.8864, -3.9653, 0.5808], [-2.5524, -0.7266, 0.3058], [-4.7631, 0.0029, 1.4558], [-5.4078, -0.2913, -0.1686], [-3.0555, 1.6342, 1.8639], [-1.7599, 2.3086, -1.3597]], "forces_ev_per_a": [[0.0, -0.1, 0.2], [0.1, 0.1, -0.1], [0.1, 0.0, -0.1], [-0.1, 0.0, -0.1], [-0.2, 0.2, -0.1], [0.0, -0.1, 0.1], [0.0, 0.0, 0.1], [0.1, -0.1, -0.3], [-0.1, -0.1, 0.1], [0.1, 0.2, 0.3], [0.1, -0.2, -0.2], [-0.2, 0.1, 0.1], [0.0, -0.1, 0.0], [0.0, 0.1, -0.1], [0.0, 0.1, 0.0], [0.1, 0.0, 0.0], [0.1, 0.0, 0.0], [0.0, 0.0, 0.1], [0.0, 0.0, 0.1], [0.0, 0.0, 0.1], [0.0, -0.1, -0.1], [-0.2, 0.1, -0.3], [0.0, 0.0, 0.1], [0.1, -0.1, 0.4], [0.0, 0.0, 0.0], [0.0, 0.1, -0.1], [-0.2, 0.1, -0.2], [0.1, 0.3, 0.1], [0.5, -0.1, 0.0], [-0.3, -0.3, 0.0], [-0.7, -0.3, 0.1], [0.2, 0.2, 0.5], [0.1, 0.0, -1.0], [-0.2, -0.1, 0.2], [-0.5, -0.1, 0.9], [0.3, 0.0, -0.8], [-0.4, -0.1, 0.2], [0.2, 0.1, -0.6], [0.1, 0.0, 0.1], [-0.2, -0.1, 0.1], [-0.1, 0.0, -0.2], [0.2, 0.1, 0.2], [0.0, 0.0, 0.4], [0.0, 0.0, -0.1], [0.0, 0.0, 0.0], [0.0, 0.0, -0.1], [0.1, 0.0, -0.1], [0.1, 0.1, -0.1], [0.1, 0.0, 0.1], [0.0, 0.0, 0.1], [0.0, 0.0, 0.0], [0.0, 0.0, 0.0], [0.1, 0.1, 0.2], [0.0, 0.0, -0.1], [0.1, 0.1, 0.2], [0.0, 0.1, -0.2], [0.0, -0.1, -0.1], [-0.1, 0.0, -0.1], [0.1, 0.1, 0.1], [0.0, 0.1, 0.0], [0.0, 0.0, 0.0]], "mulliken_charge": [-1.6817, 0.3204, 0.4396, 0.3816, 0.4605, -0.2694, -0.0238, -0.3620, 0.6664, -0.2379, -1.0347, -0.6042, -0.9720, 0.3731, 0.3786, 0.2220, 0.4400, 0.4851, 0.3617, -0.5753, 0.6883, -0.8068, 0.3427, -0.6860, 0.4141, 0.2231, -0.7855, 0.1752, 0.5698, -0.7107, -0.7574, 0.8685, -1.1219, -0.3997, 0.6207, -0.5075, 0.1494, -0.2956, -1.3451, -0.5082, 0.8020, -0.3376, 0.8196, 0.3919, -1.6080, 0.3506, 0.3606, 0.3518, 0.4429, 0.4293, 0.2545, 0.6385, -0.7470, 0.4637, 0.4191, 0.2852, -0.1210, 0.2241, 0.4897, 0.5453, 0.6493]}

{"formula": "C23H31N6O2", "method": "ωB97M-V/def2-TZVPD", "smiles": "CC[C@H](c1nnnn1Cc1ccc(OC)cc1)[NH+]1CCN(c2ccc(OC)cc2)CC1", "orbital_gap_ha": 0.2936, "largest_force_ev_per_a": 1.6, "lumo_ev": -2.338, "charge": 1, "e_tot_ev": -37382.1308, "relative_energy_kj_mol": 21.0, "species": ["C", "H", "H", "H", "C", "H", "H", "C", "C", "N", "N", "N", "N", "C", "C", "C", "C", "C", "C", "C", "H", "H", "O", "C", "H", "H", "H", "H", "H", "H", "H", "N", "H", "C", "H", "C", "N", "C", "C", "C", "C", "C", "C", "H", "H", "O", "C", "H", "H", "H", "H", "H", "C", "C", "H", "H", "H", "H", "H", "H", "H", "H"], "coordinates": [[0.0539, -2.7903, -2.3149], [-0.8972, -2.4370, -1.9247], [0.4120, -2.0995, -3.0748], [-0.1386, -3.7436, -2.7992], [1.0924, -2.9979, -1.2185], [1.8954, -3.6179, -1.6244], [0.6674, -3.5546, -0.3837], [1.7869, -1.7351, -0.6931], [2.8264, -2.1547, 0.2885], [2.6368, -3.0022, 1.2776], [3.7849, -3.0755, 1.9312], [4.6566, -2.3244, 1.4116], [4.1075, -1.7116, 0.3654], [4.7643, -0.6803, -0.3920], [3.9708, 0.6013, -0.3102], [3.4947, 1.0484, 0.9183], [2.7814, 2.2325, 1.0245], [2.5272, 2.9976, -0.1151], [2.9880, 2.5339, -1.3539], [3.6995, 1.3577, -1.4470], [4.0717, 1.0353, -2.4080], [2.7938, 3.1366, -2.2258], [1.8447, 4.1562, -0.1353], [1.4637, 4.7619, 1.0836], [1.0232, 5.7175, 0.8078], [2.3278, 4.9353, 1.7297], [0.7172, 4.1633, 1.6152], [2.4594, 2.5645, 1.9988], [3.7209, 0.4919, 1.8182], [5.7559, -0.5586, 0.0535], [4.8880, -1.0004, -1.4310], [0.8990, -0.7411, 0.0192], [1.5490, -0.1167, 0.5342], [0.0029, -1.3570, 1.0279], [0.5819, -2.0436, 1.6499], [-0.6390, -0.2407, 1.8650], [-1.3972, 0.6583, 1.0321], [-2.7535, 0.3399, 0.7758], [-3.2960, 0.2701, -0.4998], [-4.6419, -0.0039, -0.6931], [-5.4779, -0.2285, 0.3936], [-4.9340, -0.1501, 1.6800], [-3.6031, 0.1362, 1.8655], [-3.2192, 0.2255, 2.8697], [-5.5888, -0.3053, 2.5216], [-6.7967, -0.5154, 0.3236], [-7.4164, -0.5807, -0.9406], [-8.4622, -0.8070, -0.7427], [-7.3474, 0.3740, -1.4706], [-6.9858, -1.3754, -1.5578], [-5.0200, -0.0392, -1.7021], [-2.6932, 0.4456, -1.3785], [-0.5796, 1.2199, -0.0043], [0.1214, 0.1536, -0.8694], [0.7982, 0.6343, -1.5782], [-0.6135, -0.4408, -1.4080], [-1.1818, 1.8690, -0.6390], [0.1919, 1.8388, 0.4698], [-1.2880, -0.6931, 2.6124], [0.1427, 0.3253, 2.3868], [-0.7795, -1.9111, 0.5079], [2.2516, -1.1914, -1.5229]], "forces_ev_per_a": [[0.1, -0.1, 0.1], [-0.1, 0.1, 0.0], [0.0, 0.1, -0.1], [-0.1, 0.0, -0.1], [-0.2, 0.2, -0.2], [0.0, 0.0, 0.1], [0.1, 0.0, 0.0], [0.2, -0.5, -0.2], [0.8, 0.2, 0.3], [-0.9, 0.1, -0.8], [0.1, -0.7, 0.9], [1.4, 0.7, -0.1], [-1.4, -0.8, 0.1], [0.4, 0.4, -0.2], [-0.1, 0.0, 0.0], [0.3, 0.0, -0.2], [-0.1, 0.3, 0.0], [0.1, -0.2, -0.1], [-0.1, 0.3, 0.2], [0.1, 0.0, 0.2], [0.0, 0.0, -0.2], [0.0, 0.1, -0.1], [0.1, -0.2, -0.3], [-0.1, 0.2, 0.3], [0.0, -0.1, 0.1], [0.0, 0.0, 0.0], [0.0, 0.0, 0.0], [-0.1, 0.1, 0.1], [0.0, -0.1, 0.1], [-0.1, -0.1, -0.1], [0.0, 0.0, 0.1], [0.3, 0.1, 0.1], [-0.1, -0.2, -0.2], [-0.5, -0.2, 0.9], [0.0, 0.1, -0.2], [0.1, -0.2, -0.2], [0.0, 0.3, 0.2], [-0.1, 0.0, -0.1], [0.3, 0.0, 0.2], [-0.5, -0.1, 0.0], [0.2, 0.0, 0.0], [-0.1, -0.1, -0.2], [-0.1, -0.1, -0.1], [0.0, 0.0, 0.1], [-0.1, 0.0, 0.1], [0.1, 0.0, 0.3], [-0.1, 0.0, -0.2], [0.1, 0.0, -0.1], [0.0, 0.0, 0.0], [0.0, 0.0, 0.0], [-0.1, 0.0, -0.1], [0.1, 0.0, -0.1], [0.1, -0.1, -0.1], [-0.5, 0.7, -0.4], [0.1, -0.1, 0.1], [0.1, -0.1, 0.1], [0.1, 0.0, 0.0], [0.0, 0.0, -0.1], [0.1, 0.0, 0.0], [0.0, -0.1, 0.1], [0.1, 0.0, -0.1], [-0.1, 0.0, 0.1]], "mulliken_charge": [-1.4148, 0.3142, 0.3137, 0.4888, -0.8095, 0.5936, 0.4103, 0.3791, -0.5007, -0.2048, -0.7559, -0.4391, 0.8892, -1.1609, 0.6341, -0.9348, 0.0874, 0.5578, -0.8275, -0.4916, 0.4480, 0.4773, -0.4501, -0.7861, 0.2611, 0.3683, 0.2580, 0.5637, 0.4550, 0.3778, 0.3934, 0.9526, -0.4033, -0.5388, 0.6827, -1.4697, 0.2167, 0.4788, -0.4976, -0.7566, 0.7335, -0.7803, -0.3168, 0.5514, 0.4394, -0.4561, -0.8290, 0.2419, 0.3394, 0.3317, 0.4077, 0.2966, -1.0315, -0.5581, 0.3209, 0.4202, 0.7374, -0.0451, 0.5373, 0.2970, 0.4746, 0.7281]}